Density functional theory data (ωB97M-V with the def2-TZVPD basis set) for a molecular structure, C5H6LiNaO4.

## Properties
LUMO energy (spin up / spin down) in eV: 2.03 / 1.96
Expectation value of S²: 0.753
Total charge: -1
HOMO (spin up / spin down) in eV: -2.863 / -2.862
Multiplicity: 2
Max |F| in Eh/bohr: 0.1079
HOMO-LUMO gap (spin up / spin down) in eV: 4.9 / 4.8

Geometry (Å):
C1 0.54781 -1.37618 0.47330
C2 -0.96047 -1.38729 0.17403
C3 -1.62469 -0.06082 0.42841
C4 -2.25825 0.67514 -0.54405
O1 -2.69008 1.88396 -0.47008
O2 1.22615 -0.38305 -0.21994
Li1 2.66999 -0.06876 -1.18474
Na1 0.20645 1.45648 -0.36853
H1 0.95466 -2.38446 0.24806
H2 0.67594 -1.23971 1.56961
H3 -1.41878 -2.19660 0.77341
H4 -1.10527 -1.66244 -0.88568
H5 -1.58782 0.34993 1.44806
H6 -2.27495 0.19736 -1.55554
O3 1.51713 2.51731 0.22964
O4 3.42556 1.54005 -0.46613
C5 2.69661 2.13907 0.35018

Table of Mulliken atomic charges, one value per atom, all in e: -0.463, -0.437, -0.575, -0.048, -0.791, -0.822, 0.834, 0.960, 0.264, 0.210, 0.245, 0.193, 0.273, 0.227, -0.618, -0.663, 0.211


Density functional theory data (ωB97M-V with the def2-TZVPD basis set) for a single C5H12Si2 molecule.

## Properties
LUMO energy in eV: 0.54
SMILES: C[Si](C)(C)C#C[SiH3]
HOMO in eV: -9.347
Max |F| in Eh/bohr: 0.2052
HOMO-LUMO gap in eV: 9.9

Geometry (Å):
C1 -2.14355 -0.01112 -0.06225
C2 -0.88315 0.52054 0.15735
C3 1.29546 -1.39393 1.01996
C4 1.26059 -0.00589 -1.84526
C5 1.94148 1.57809 0.73543
Si1 -3.96206 -0.24929 0.07247
Si2 0.94750 0.20413 -0.01855
H1 1.27667 -2.37729 0.63263
H2 2.30785 -1.31668 1.49950
H3 0.62769 -1.54026 1.90999
H4 0.57328 0.67164 -2.35082
H5 2.21638 0.18338 -2.17082
H6 1.04434 -0.98750 -2.20702
H7 2.28068 2.36002 -0.07675
H8 1.27981 2.15209 1.46140
H9 2.85182 1.16544 1.30148
H10 -4.11759 -0.82730 1.39735
H11 -4.22539 -1.08925 -1.02768
H12 -4.57180 0.96318 -0.42841

Table of Mulliken atomic charges, one value per atom, all in e: -0.264, -0.022, -1.180, -1.150, -0.968, 0.291, 0.634, 0.397, 0.300, 0.318, 0.294, 0.417, 0.338, 0.272, 0.298, 0.275, -0.076, -0.094, -0.081


Density functional theory data (ωB97M-V with the def2-TZVPD basis set) for a molecular structure, C14H11AuN4O7.

## Properties
LUMO energy in eV: 4.15
Total charge: -2
HOMO in eV: -2.375
Max |F| in Eh/bohr: 0.0246
HOMO-LUMO gap in eV: 6.5

Geometry (Å):
Au1 -1.89089 0.71818 -0.83080
N1 -1.07525 2.22792 -2.55331
C1 -1.45230 1.57951 -3.79427
C2 -1.07906 0.05619 -3.74830
O1 -0.80111 -0.46454 -4.82706
O2 -1.09341 -0.50040 -2.62875
H1 -1.34634 3.20424 -2.51201
H2 -0.07846 2.14378 -2.39865
H3 -0.97467 2.01290 -4.68741
H4 -2.53875 1.64405 -3.91381
N2 -2.66393 -0.23788 2.04811
C3 -3.78613 0.33165 1.53688
O3 -3.80426 0.77610 0.36212
C4 -4.94036 0.34389 2.38038
C5 -6.16460 0.86911 1.98785
N3 -7.19971 1.32230 1.73694
C6 -4.87811 -0.13052 3.68103
N4 -4.83271 -0.52243 4.77177
H5 -2.62221 -0.41477 3.03933
H6 -1.79568 -0.00947 1.57333
O4 1.40475 2.34732 0.98354
C7 0.95698 1.21228 0.82182
O5 -0.24086 0.83723 0.88343
C8 1.98035 0.08843 0.56063
C9 1.67598 -0.95515 -0.30436
C10 2.58808 -1.97547 -0.55926
C11 3.79834 -1.90838 0.08792
O6 4.87840 -2.78661 0.02019
C12 5.85434 -2.24687 0.87239
O7 5.38429 -1.06856 1.47216
C13 4.10305 -0.87112 0.96057
C14 3.21671 0.14612 1.20877
H7 0.71534 -0.95923 -0.79959
H8 2.36442 -2.78039 -1.24020
H9 6.77165 -2.02161 0.29297
H10 6.11481 -2.98314 1.65836
H11 3.45128 0.97533 1.85728

Table of Mulliken atomic charges, one value per atom, all in e: 0.793, -0.514, -0.409, 0.546, -0.767, -0.696, 0.176, 0.219, 0.262, 0.250, -0.340, 0.858, -0.878, 0.134, 0.232, -0.691, 0.053, -0.649, 0.286, 0.179, -0.741, 0.126, -0.635, 0.137, -0.439, -1.114, 1.056, -0.497, -0.206, -0.499, 1.018, -1.062, 0.495, 0.433, 0.217, 0.217, 0.448


Density functional theory data (ωB97M-V with the def2-TZVPD basis set) for 2 unconnected molecules or ions with the total composition C24H27N2O5.

## Properties
LUMO energy in eV: 0.69
Total charge: -1
HOMO in eV: -2.371
Max |F| in Eh/bohr: 0.0585
HOMO-LUMO gap in eV: 3.1

Geometry (Å):
C1 5.39086 -0.13299 3.00533
C2 4.12856 0.42895 3.61627
O1 3.02971 -0.36731 3.12131
C3 1.79041 0.14160 3.28695
C4 0.83331 -0.74187 2.58916
N1 -0.41407 -0.47267 2.61972
C5 -1.47445 -1.08084 2.17519
C6 -2.75636 -0.44314 2.35396
C7 -4.00718 -1.10189 2.27291
C8 -5.18550 -0.39693 2.52438
C9 -5.14048 0.97355 2.83804
C10 -3.90117 1.63083 2.91826
C11 -2.72841 0.91779 2.70704
O2 1.52467 1.16654 3.88866
H1 6.27252 0.25753 3.51896
H2 5.41762 -1.22718 3.05493
H3 5.43656 0.17265 1.95296
H4 4.15882 0.32552 4.71199
H5 3.98000 1.48034 3.32150
H6 1.30813 -1.55933 2.03731
H7 -1.42817 -2.08067 1.70797
H8 -4.01555 -2.16291 2.02039
H9 -6.14685 -0.92384 2.47444
H10 -6.06561 1.51950 3.02947
H11 -3.82825 2.68898 3.16042
H12 -1.75052 1.38151 2.82734
C12 4.76444 -4.47669 7.16788
C13 4.88891 -3.33935 6.15853
C14 5.95259 -2.37289 6.66872
C15 5.27362 -3.88306 4.78952
C16 3.52002 -2.62877 5.98356
C17 2.37360 -3.49148 5.79158
C18 1.11732 -2.99871 5.96462
C19 -0.05122 -3.80277 5.73015
C20 -1.28579 -3.52114 6.37826
C21 -2.38633 -4.34227 6.19701
C22 -2.30451 -5.42816 5.29155
N2 -3.46153 -6.22568 5.04518
O3 -3.40873 -7.11748 4.16781
O4 -4.49607 -6.00320 5.71436
C23 -1.10362 -5.70780 4.60277
C24 0.00862 -4.91719 4.83684
O5 3.42006 -1.40165 5.95381
H13 4.01026 -5.21324 6.87866
H14 5.72145 -5.00489 7.25549
H15 4.49626 -4.08383 8.15622
H16 6.03170 -1.48578 6.03199
H17 5.72202 -2.04884 7.69116
H18 6.92748 -2.87845 6.68530
H19 5.26246 -3.08149 4.03824
H20 6.28470 -4.31162 4.82281
H21 4.57601 -4.66638 4.46924
H22 2.55362 -4.55611 5.58480
H23 0.98720 -1.99378 6.36338
H24 -1.33676 -2.66476 7.05709
H25 -3.32407 -4.16762 6.72301
H26 -1.08530 -6.54200 3.90095
H27 0.93931 -5.15114 4.31278

Table of Mulliken atomic charges, one value per atom, all in e: -1.143, -0.105, -0.225, 0.407, -0.523, -0.102, -0.741, 0.790, -0.671, -0.342, -0.419, -0.437, -0.481, -0.716, 0.346, 0.097, 0.383, 0.140, 0.402, 0.369, 0.276, 0.340, 0.318, 0.317, 0.350, 0.393, -1.774, 2.130, -1.680, -1.229, 0.093, -0.280, -0.421, 0.838, -0.600, -0.409, -0.017, 0.938, -0.600, -0.600, -0.589, -0.484, -0.650, 0.296, 0.441, 0.388, 0.201, 0.408, 0.428, 0.000, 0.476, 0.310, 0.289, 0.368, 0.397, 0.452, 0.450, 0.409


Record-wise energy relative to the best compared isomer or geometry (same formula, charge and spin) values, in kcal/mol: 3.2 51.2 0.0 144.7